Entry from the OMol25 dataset: a single CH3PS molecule in a non-equilibrium geometry (ωB97M-V/def2-TZVPD).

DFT total energy = -779.40681 Ha
structure (SMILES) = CP=S
largest force on an atom = 2.8 eV/A
energy relative to the best compared isomer or geometry (same formula, charge and spin) = 19.7 kJ/mol
HOMO energy = -8.752 eV
frontier orbital gap = 7.5 eV
multiplicity = 1

Element x y z (Å)
C: 0.584756 -0.008569 0.057983
P: -1.052394 -0.852024 -0.016103
S: -2.298197 0.648889 0.040592
H: 1.000266 -0.154334 1.167102
H: 1.224225 -0.598708 -0.713540
H: 0.541344 0.964746 -0.536036

Cartesian forces, eV/Å:
1.3776 -1.0322 -1.2034
-0.5699 1.3296 0.2157
0.3229 -0.9209 -0.0779
-0.5898 0.9117 -2.6007
-0.5528 0.3613 1.7133
0.0120 -0.6496 1.9531

Here are the natural (NBO) charges for atoms 1 to 2, given in e: -1.048, 0.671

=====

Entry from the OMol25 dataset: a single C3H2N2O molecule in a non-equilibrium geometry (ωB97M-V/def2-TZVPD).

DFT total energy = -300.22014 Ha
structure (SMILES) = O=C1N=CC=N1
largest force on an atom = 3.8 eV/A
energy relative to the best compared isomer or geometry (same formula, charge and spin) = 29.6 kJ/mol
HOMO energy = -10.843 eV
frontier orbital gap = 9.1 eV
multiplicity = 1

Element x y z (Å)
O: 3.713771 -0.012742 -0.010187
C: 2.509367 0.014757 0.000654
N: 1.682974 1.174625 -0.010083
C: 0.479881 0.753608 0.055544
C: 0.489248 -0.730320 -0.060462
N: 1.657342 -1.193070 0.032810
H: -0.328211 1.349797 0.125757
H: -0.258941 -1.489894 -0.104130

Cartesian forces, eV/Å:
-1.8666 0.2406 -0.0052
1.5679 -1.1217 0.0905
-0.5610 1.1416 0.4897
3.2203 -1.6531 -0.9813
0.0737 -1.1829 0.8287
1.3357 0.3025 -0.5349
-2.6005 2.0349 0.1772
-1.1696 0.2382 -0.0648

Here are the natural (NBO) charges for atoms 1 to 2, given in e: -0.428, 0.712

=====

Question: The highest energy relative to the best compared isomer or geometry (same formula, charge and spin) belongs to which entry?
Answer: C3H2N2O

=====

Question: The lowest largest force on an atom belongs to which entry?
Answer: CH3PS

=====

Question: What is the multiplicity in the first record?
Answer: 1